Molecular formula: C28H50P2PtSi
Method: DFT, ωB97M-V/def2-TZVPD

The calculation puts the HOMO-LUMO gap (spin up / spin down) at 7.803 / 3.840 eV. The multiplicity is 5. Its expectation value of S² is 6.03. The charge is +2.

Last column: Mulliken charge in e.
Element x y z (Å)
Pt 0.1745 -0.5349 1.1101  1.407
C -2.3957 -1.4349 2.8934  0.925
C -2.0370 -2.4814 2.0029  0.479
C -0.0741 -1.6113 2.9251  1.240
C -1.2391 -0.8728 3.4566  -0.007
C -0.6080 -2.5888 1.9564  -0.315
C -3.7918 -1.0712 3.2532  -1.957
H -4.4567 -1.0908 2.3783  0.402
H -3.8324 -0.0710 3.6983  0.413
H -4.1981 -1.7805 3.9905  0.370
C -1.1369 0.2236 4.4321  -0.924
H -2.0797 0.7789 4.5210  0.415
H -0.3489 0.9113 4.0955  -0.169
H -0.8530 -0.1343 5.4354  0.374
C 1.1929 -1.8191 3.6897  -1.034
H 1.0030 -1.7869 4.7692  0.304
H 1.8930 -1.0099 3.4499  0.229
H 1.6455 -2.7814 3.4241  0.376
C 0.1748 -3.7239 1.4043  -1.458
H 0.2617 -4.5386 2.1374  0.345
H 1.1817 -3.3830 1.1365  0.398
H -0.3114 -4.1275 0.5088  0.459
C -2.9735 -3.4086 1.3373  -1.450
H -3.1162 -4.3193 1.9421  0.359
H -2.5921 -3.7263 0.3552  0.408
H -3.9629 -2.9502 1.2118  0.396
C -0.9300 1.2826 0.1932  -1.540
C -2.1594 0.6335 0.2779  -0.467
C -2.6804 -0.3699 -0.6614  -0.690
C -1.5999 -1.0105 -1.5675  1.227
C -0.3407 -1.4343 -0.8824  -0.459
C 0.8814 -0.6945 -0.9159  -0.558
C 1.0294 0.7225 -1.3904  -1.063
C -0.1819 1.6404 -1.0803  0.126
H -3.4635 0.0848 -1.2961  0.679
H -1.3594 -0.2948 -2.3808  -2.288
H -3.2040 -1.1673 -0.1081  0.036
H -0.8755 1.6927 -1.9368  -0.304
H -0.7160 1.9643 1.0278  1.033
H -2.8553 0.9510 1.0566  0.452
H 0.2042 2.6651 -0.9572  0.546
H 1.8986 1.1517 -0.8661  0.538
H 1.7847 -1.3109 -0.9808  0.612
H 1.2757 0.7509 -2.4584  0.160
H -2.0333 -1.8913 -2.0687  0.889
H -0.2089 -2.5190 -0.8189  0.780
P -0.9524 0.8901 -4.2909  0.967
C -1.1088 2.6976 -4.6088  -1.363
C -2.1650 0.2521 -5.5099  -1.112
P 1.3938 -1.0567 -4.8888  0.424
C 0.6429 0.6233 -5.1840  -1.411
C 0.6572 -1.9567 -6.3266  -1.138
C 3.0072 -0.6425 -5.6869  -1.180
H -0.2478 3.2179 -4.1709  0.404
H -2.0223 3.0647 -4.1240  0.430
H -1.1507 2.8915 -5.6892  0.463
H -2.0886 0.8011 -6.4583  0.438
H -3.1633 0.4044 -5.0784  0.423
H -2.0286 -0.8222 -5.6767  0.277
H 2.8713 -0.3217 -6.7307  0.369
H 3.6516 -1.5292 -5.6415  0.414
H 3.4802 0.1627 -5.1109  0.346
H 1.3588 1.3609 -4.7673  0.629
H 0.4984 0.8093 -6.2695  0.669
H 1.1529 -2.9354 -6.3717  0.418
H 0.8149 -1.4204 -7.2730  0.362
H -0.4120 -2.1316 -6.1631  0.282
C 1.8015 4.1750 4.5544  -0.964
Si 2.7637 2.6618 4.0147  -0.134
C 4.2397 3.1269 2.9604  -0.971
C 3.3510 1.8164 5.5822  -0.955
C 1.6912 1.5133 3.0406  2.004
C 1.1228 0.7948 2.1950  -2.607
H 2.4089 4.7660 5.2546  0.310
H 0.8765 3.8770 5.0676  0.318
H 1.5296 4.8141 3.7031  0.314
H 4.9234 3.7752 3.5237  0.326
H 4.7831 2.2220 2.6562  0.306
H 3.9251 3.6519 2.0485  0.312
H 2.4904 1.4703 6.1731  0.295
H 3.9818 0.9477 5.3469  0.315
H 3.9360 2.5148 6.1995  0.329

***

Molecular formula: C28H51AlCl2NO6
Method: DFT, ωB97M-V/def2-TZVPD

The calculation puts the HOMO-LUMO gap at 6.906 eV. The multiplicity is 1. The charge is -1.

Last column: Mulliken charge in e.
Element x y z (Å)
C -2.3882 1.6563 -0.6823  -0.692
C -1.7637 0.5502 0.1160  0.132
Al 0.3231 0.5065 0.2181  -0.405
C 0.8952 1.8813 1.6279  -0.363
C 0.9669 3.4329 1.1060  -0.441
C 0.7027 4.5695 2.2574  -0.463
C 0.3390 5.9770 1.4304  -0.591
C 1.2365 7.1979 2.0723  -0.542
C 1.0770 8.6101 1.2252  -0.494
C 2.5894 9.2301 0.9608  -0.612
C 2.4390 10.2684 -0.3388  -0.318
C 3.9372 10.7672 -0.7916  -0.891
C 1.0097 -1.3387 0.9158  -0.617
C -0.1689 -2.2519 1.6011  -0.174
C 0.6043 -3.6145 2.1861  -0.733
C 0.1770 -4.9641 1.3300  -0.175
N 1.0595 -6.1733 1.6305  0.246
C 2.1695 -6.3456 2.6534  -0.234
C 2.5995 -7.9133 2.4190  -0.410
C 1.6930 -8.5851 1.1948  -0.537
C 0.7059 -7.3450 0.7325  -0.167
C 1.1703 0.7482 -1.6337  -0.181
Cl 1.3727 2.5037 -2.1886  -0.265
C 0.1981 0.0148 -2.7805  -0.130
C 0.7418 0.2184 -4.3162  -0.964
Cl 0.2424 -1.8059 -2.4239  -0.119
H -1.9502 2.7638 -0.6391  0.158
H -3.2846 1.4885 -1.4316  0.195
H -2.4603 -0.2231 0.6587  0.163
H 0.0581 1.8563 2.4787  0.111
H 1.8774 1.4923 2.1464  0.244
H 2.0439 3.6547 0.6421  0.160
H 0.1946 3.6230 0.2439  0.041
H 1.7182 4.7195 2.8538  0.230
H -0.1652 4.3261 3.0048  0.332
H 0.6955 5.8452 0.3039  0.299
H -0.8130 6.1904 1.3799  0.242
H 2.3575 6.8213 2.0996  0.256
H 0.8203 7.3669 3.1722  0.208
H 0.3691 9.3228 1.8259  0.280
H 0.5741 8.3278 0.1932  0.303
H 3.3937 8.3914 0.7594  0.299
H 2.9548 9.8765 1.8660  0.245
H 1.7021 11.1389 -0.0419  0.240
H 1.8872 9.6329 -1.1843  0.253
H 3.9468 11.8729 -1.2269  0.279
H 4.6123 10.7165 0.1844  0.253
H 4.4009 10.0893 -1.6459  0.228
H 1.8052 -1.1040 1.7745  0.276
H 1.5830 -1.9456 0.0782  0.203
H -1.0276 -2.5335 0.8459  0.125
H -0.6764 -1.6624 2.4809  0.241
H 1.7753 -3.4772 1.9950  0.392
H 0.4824 -3.7228 3.3442  0.292
H 0.1535 -4.7363 0.1812  -0.045
H -0.9173 -5.2737 1.6802  0.206
H 2.5761 -5.5454 3.4045  0.304
H 3.4216 -8.4953 3.0349  0.250
H 1.7260 -9.6789 0.7630  0.269
H -0.1164 -7.3776 -0.1184  0.272
H 2.1945 0.1818 -1.6404  0.363
H -0.9386 0.3490 -2.6758  0.166
H 1.7995 -0.2837 -4.5158  0.226
H -0.0240 -0.3614 -5.0200  0.281
H 0.7391 1.3313 -4.6964  0.298
C 0.1348 -5.0807 -3.3124  -0.349
O 0.0104 -6.0651 -4.3369  -0.317
C 1.0411 -6.9460 -4.3929  0.705
O 2.0192 -6.9528 -3.6619  -0.538
O 0.7951 -7.8179 -5.4030  -0.322
C 1.8042 -8.8101 -5.5805  -0.615
H -0.7433 -4.4309 -3.3597  0.319
H 0.1609 -5.5526 -2.3248  0.052
H 1.0267 -4.4666 -3.4732  0.287
H 1.8970 -9.4311 -4.6837  0.288
H 2.7628 -8.3451 -5.8321  0.284
H 1.5042 -9.4518 -6.4136  0.215
C -7.9023 0.0983 2.1115  -0.623
O -6.5343 -0.2986 2.1840  -0.283
C -6.3252 -1.6226 1.9729  0.723
O -7.1859 -2.4559 1.7367  -0.558
O -4.9926 -1.8589 2.0701  -0.229
C -4.6220 -3.2214 1.8690  -0.502
H -7.9520 1.1750 2.2956  0.219
H -8.3093 -0.0995 1.1145  0.286
H -8.4931 -0.4101 2.8803  0.285
H -4.8977 -3.5520 0.8624  0.318
H -5.0816 -3.8625 2.6281  0.336
H -3.5355 -3.2945 1.9693  0.022